Entry 1:
ORCA calculation (wB97M-V/def2-TZVPD) on a structure of composition C4H6ClNS2.

Properties
Multiplicity: 1
Relative energy (zero: lowest compared OMol25 entry of this formula, charge and spin) (kcal per mole): 152.5
Net charge: 0
Kohn-Sham gap (hartree): 0.2480
Max |F| (eV/Å): 5.87
Total energy (Ha): -1467.09194

```
14
Properties=species:S:1:pos:R:3:nbo_charge:R:1
C 1.365 0.950 -0.588 -0.1892
C -1.182 -0.834 -0.118 -0.2337
C 0.554 0.895 1.557 -0.2483
C -1.099 -1.149 -1.564 -0.7004
N 1.208 1.611 0.511 -0.5653
S -2.395 -0.609 0.860 0.2119
S 0.541 -0.808 0.754 0.4969
Cl 1.422 0.709 3.223 -0.1486
H 1.522 1.684 -1.475 0.1530
H 0.031 -1.142 -1.861 0.2480
H -1.693 -0.317 -2.222 0.2532
H -1.498 -2.060 -1.696 0.2346
H 1.292 2.537 0.849 0.4134
H -0.069 -1.467 1.772 0.0743
```

Entry 2:
ORCA calculation (wB97M-V/def2-TZVPD) on an isolated molecule of C8H16N2O3S2.

Properties
Multiplicity: 1
Relative energy (zero: lowest compared OMol25 entry of this formula, charge and spin) (kcal per mole): 60.1
Structure (SMILES): CSCC[C@H](N)C(=O)N[C@@H](CS)C(=O)O
Net charge: 0
Kohn-Sham gap (hartree): 0.3441
Max |F| (eV/Å): 5.84
Total energy (Ha): -1445.97458

```
31
Properties=species:S:1:pos:R:3:nbo_charge:R:1
C 5.900 -0.344 -0.549 -0.7704
S 4.257 -0.759 0.036 0.1482
C 3.364 0.878 0.326 -0.4726
C 1.884 0.548 0.728 -0.4212
C 1.001 -0.254 -0.068 -0.1778
N 0.835 0.321 -1.470 -0.8835
C -0.276 -0.447 0.698 0.7033
O -0.534 -0.586 1.883 -0.5957
N -1.311 -0.481 -0.256 -0.6672
C -2.642 -0.215 0.152 -0.2092
C -3.005 1.149 -0.495 -0.5209
S -2.026 2.592 0.065 -0.0477
C -3.555 -1.344 -0.263 0.7727
O -4.710 -1.017 -0.495 -0.5392
O -3.108 -2.725 -0.017 -0.6768
H 5.820 0.187 -1.589 0.2049
H 6.578 0.444 -0.043 0.2333
H 6.271 -1.288 -0.827 0.2367
H 3.863 1.487 1.045 0.2179
H 3.491 1.421 -0.581 0.1980
H 2.017 0.125 1.672 0.2362
H 1.381 1.539 1.075 0.2194
H 1.381 -1.225 -0.112 0.2361
H 1.679 -0.006 -2.046 0.3899
H 0.771 1.380 -1.557 0.3872
H -1.022 -0.115 -1.146 0.4324
H -2.500 -0.056 1.159 0.2621
H -2.860 1.200 -1.577 0.2253
H -4.139 1.492 -0.403 0.2591
H -2.248 2.502 1.374 0.1268
H -2.077 -2.461 -0.112 0.4925
```

Entry 3:
ORCA calculation (wB97M-V/def2-TZVPD) on a structure of composition C4H6ErO.

Properties
Multiplicity: 4
Relative energy (zero: lowest compared OMol25 entry of this formula, charge and spin) (kcal per mole): 5.6
Net charge: +3
Kohn-Sham gap (alpha / beta) (hartree): 0.2898 / 0.1976
Max |F| (eV/Å): 3.89
Total energy (Ha): -1244.87114

```
12
Properties=species:S:1:pos:R:3:lowdin_spin:R:1
C -1.669 0.856 0.178 0.0152
C -1.369 -0.478 0.378 0.0137
C -0.040 -0.929 0.225 0.0113
C 0.964 -0.119 -0.444 0.0893
O 2.218 -0.190 -0.019 0.4981
Er 4.415 0.699 -0.183 2.2999
H -1.180 1.605 0.806 0.0007
H -2.691 1.113 -0.109 0.0006
H -2.163 -1.221 0.292 0.0052
H 0.323 -1.734 0.871 -0.0010
H 0.773 -0.574 -1.468 0.0570
H 0.419 0.973 -0.525 0.0100
```

Entry 4:
ORCA calculation (wB97M-V/def2-TZVPD) on a structure of composition C30H33HfN3OSe.

Properties
Multiplicity: 1
Relative energy (zero: lowest compared OMol25 entry of this formula, charge and spin) (kcal per mole): 40.8
Net charge: +2
Kohn-Sham gap (hartree): 0.2340
Max |F| (eV/Å): 1.61
Total energy (Ha): -3851.44238

```
69
Properties=species:S:1:pos:R:3:nbo_charge:R:1
Hf 0.725 -0.928 -1.249 2.1216
C -1.255 -0.275 4.237 -0.6021
C 0.142 -0.796 3.873 -0.4315
C 0.059 -2.043 3.035 -0.0189
C 0.135 -3.257 3.712 -0.1786
C 0.085 -4.474 3.063 -0.1592
C -0.114 -4.497 1.695 -0.1873
C -0.219 -3.322 0.969 -0.0563
C -0.601 -3.477 -0.488 -0.3298
C -2.079 -3.875 -0.608 -0.5984
C -0.079 -2.071 1.627 0.1440
N 0.111 -0.945 0.795 -0.7445
C 0.001 0.326 1.141 0.1564
C 0.665 1.314 0.377 0.0283
C 0.901 2.675 0.636 -0.1549
C 1.791 3.122 -0.334 -0.2758
C 2.074 2.040 -1.156 0.0649
N 1.407 0.939 -0.743 -0.7765
H -1.178 0.643 4.814 0.2311
H -1.772 -1.014 4.844 0.2371
H -1.874 -0.081 3.360 0.1771
H 0.655 -1.029 4.807 0.2449
H 0.730 -0.021 3.375 0.2018
H 0.251 -3.239 4.784 0.2324
H 0.186 -5.397 3.611 0.2439
H -0.194 -5.442 1.182 0.2303
H 0.016 -4.256 -0.955 0.2601
H -0.479 -2.542 -1.068 0.0613
H -2.251 -4.852 -0.167 0.2485
H -2.374 -3.922 -1.653 0.2304
H -2.710 -3.160 -0.083 0.2043
H -0.559 0.646 2.012 0.2450
H 0.499 3.237 1.457 0.2500
H 2.205 4.105 -0.427 0.2585
H 2.731 1.997 -2.009 0.2425
Se 1.899 -2.227 -2.997 -0.0532
C 3.612 -1.467 -2.475 -0.1249
C 3.813 -1.048 -1.158 -0.2915
C 5.053 -0.503 -0.834 0.0660
N 6.031 -0.393 -1.708 -0.3812
C 5.856 -0.823 -2.940 0.0865
C 4.655 -1.368 -3.383 -0.2720
H 3.050 -1.230 -0.376 0.1757
H 5.270 -0.154 0.167 0.2140
H 6.707 -0.739 -3.601 0.2246
H 4.542 -1.728 -4.393 0.2486
C -2.237 5.542 -0.593 -0.6655
C -2.165 4.077 -0.775 0.1807
C -2.911 3.189 0.008 -0.2595
C -2.861 1.828 -0.189 0.1341
C -3.644 0.929 0.709 -0.6657
C -2.011 1.299 -1.218 -0.1930
C -1.967 -0.087 -1.427 0.4153
O -1.069 -0.699 -2.102 -0.7560
C -1.240 2.206 -2.028 0.1182
C -0.468 1.757 -3.233 -0.6240
C -1.335 3.553 -1.775 -0.2493
H -2.893 5.830 0.223 0.2432
H -2.588 6.021 -1.509 0.2663
H -1.237 5.939 -0.414 0.2514
H -3.548 3.584 0.785 0.2398
H -4.109 1.506 1.503 0.2527
H -3.020 0.164 1.166 0.2179
H -4.442 0.431 0.160 0.2527
H -2.762 -0.707 -0.997 0.2064
H -1.118 1.180 -3.897 0.2547
H 0.407 1.128 -3.000 0.2012
H -0.117 2.632 -3.778 0.2488
H -0.786 4.247 -2.391 0.2364
```

Entry 5:
ORCA calculation (wB97M-V/def2-TZVPD) on an isolated molecule of CH4OS2.

Properties
Multiplicity: 1
Relative energy (zero: lowest compared OMol25 entry of this formula, charge and spin) (kcal per mole): 12.1
Structure (SMILES): OCSS
Net charge: 0
Kohn-Sham gap (hartree): 0.3616
Max |F| (eV/Å): 3.20
Total energy (Ha): -912.07233

```
8
Properties=species:S:1:pos:R:3:nbo_charge:R:1
O 1.516 -0.148 -0.807 -0.6778
C 0.736 0.473 0.235 -0.1948
S -0.706 1.627 -0.148 0.0737
S -2.025 0.509 -1.130 -0.1305
H 0.903 -0.825 -0.937 0.4621
H 0.572 -0.338 0.934 0.1813
H 1.249 1.216 0.752 0.1857
H -2.643 -0.252 -0.323 0.1004
```

Entry 6:
ORCA calculation (wB97M-V/def2-TZVPD) on an isolated molecule of C19H27N3O2.

Properties
Multiplicity: 1
Relative energy (zero: lowest compared OMol25 entry of this formula, charge and spin) (kcal per mole): 54.4
Structure (SMILES): CCN1CCN(CC(=O)c2c(C)n(C)c3ccc(OC)cc23)CC1
Net charge: 0
Kohn-Sham gap (hartree): 0.3148
Max |F| (eV/Å): 0.74
Total energy (Ha): -1054.93883

```
51
Properties=species:S:1:pos:R:3:nbo_charge:R:1
C 4.290 -2.895 -0.082 -0.6130
C 2.868 -2.954 0.465 -0.2075
N 2.445 -1.681 1.023 -0.4433
C 1.270 -1.821 1.861 -0.2235
C 0.939 -0.485 2.517 -0.2205
N 0.659 0.490 1.484 -0.4482
C 0.164 1.746 2.002 -0.3112
C -0.276 2.696 0.894 0.5781
O -0.029 3.887 0.998 -0.5772
C -0.935 2.125 -0.265 -0.2994
C -0.939 2.731 -1.517 0.2962
C -0.353 4.031 -1.927 -0.6751
N -1.547 1.922 -2.421 -0.3349
C -1.697 2.210 -3.819 -0.4032
C -1.973 0.777 -1.786 0.0896
C -2.648 -0.327 -2.290 -0.2167
C -2.989 -1.330 -1.415 -0.2586
C -2.683 -1.237 -0.047 0.2877
O -3.112 -2.298 0.705 -0.4993
C -2.895 -2.265 2.092 -0.2485
C -2.003 -0.143 0.456 -0.2986
C -1.615 0.868 -0.422 0.0480
C 1.843 0.652 0.664 -0.2270
C 2.180 -0.680 0.006 -0.2307
H 4.638 -3.900 -0.306 0.2111
H 4.344 -2.306 -0.994 0.2001
H 4.948 -2.451 0.659 0.2138
H 2.176 -3.299 -0.325 0.1628
H 2.840 -3.687 1.275 0.1928
H 1.475 -2.566 2.634 0.2011
H 0.396 -2.153 1.270 0.1694
H 0.060 -0.597 3.158 0.1956
H 1.790 -0.175 3.150 0.1740
H 0.912 2.281 2.615 0.1958
H -0.704 1.549 2.640 0.2152
H 0.185 4.463 -1.089 0.2749
H -1.140 4.728 -2.218 0.2272
H 0.321 3.904 -2.774 0.2158
H -1.985 3.252 -3.960 0.2136
H -2.472 1.573 -4.239 0.2178
H -0.763 2.029 -4.361 0.2031
H -2.906 -0.409 -3.335 0.2113
H -3.513 -2.209 -1.754 0.2235
H -3.334 -3.183 2.481 0.1987
H -3.389 -1.404 2.556 0.1741
H -1.828 -2.244 2.335 0.1700
H -1.766 -0.066 1.500 0.2185
H 1.642 1.400 -0.106 0.2087
H 2.706 0.988 1.265 0.1716
H 3.070 -0.557 -0.613 0.2032
H 1.334 -0.981 -0.640 0.1730
```